# 1
The following is a quantum chemistry calculation of 11 unconnected molecules or ions with the total composition C13H40N6O19, from OMol25.

Geometry as XYZ:
```
78
Properties=species:S:1:pos:R:3
C 7.581 -19.022 16.089
N 6.815 -19.816 17.048
O 7.353 -20.456 17.936
O 5.591 -19.885 16.921
H 7.217 -18.012 15.902
H 7.520 -19.586 15.159
H 8.641 -18.897 16.307
C 16.087 -19.207 16.269
N 17.118 -20.124 16.870
O 18.142 -20.292 16.258
O 16.752 -20.796 17.737
H 16.294 -18.157 16.473
H 15.119 -19.258 16.768
H 16.124 -19.339 15.188
C 3.552 -21.674 9.032
N 4.912 -21.013 9.080
O 5.121 -19.967 9.696
O 5.847 -21.497 8.410
H 3.625 -22.646 9.519
H 3.144 -21.770 8.026
H 2.986 -21.017 9.692
C 11.680 -10.884 15.741
N 11.140 -12.267 15.963
O 10.176 -12.408 16.680
O 11.651 -13.188 15.330
H 12.722 -11.164 15.892
H 11.205 -10.248 16.489
H 11.478 -10.472 14.752
C 8.501 -26.548 11.087
N 7.858 -25.972 12.350
O 7.646 -26.739 13.322
O 7.646 -24.746 12.440
H 9.306 -25.860 10.830
H 7.784 -26.864 10.330
H 9.156 -27.357 11.411
C 11.807 -25.267 18.807
N 12.687 -25.349 20.037
O 12.840 -24.323 20.697
O 13.310 -26.371 20.200
H 11.801 -26.292 18.437
H 12.342 -24.675 18.064
H 10.821 -25.020 19.200
C -0.252 -28.842 22.060
O 0.490 -27.690 21.797
C -0.166 -26.476 21.707
O -1.343 -26.179 22.054
O 0.704 -25.647 20.995
C 0.383 -24.269 20.729
H -0.247 -29.151 23.105
H 0.194 -29.680 21.524
H -1.254 -28.674 21.664
H 1.063 -23.511 21.118
H -0.591 -23.911 21.064
H 0.329 -24.094 19.654
C 6.483 -13.351 12.223
O 5.111 -13.810 12.463
H 7.180 -13.981 12.775
H 6.892 -13.521 11.227
H 6.626 -12.275 12.318
H 4.897 -13.866 13.397
C 5.485 -21.997 24.499
O 5.126 -20.831 23.754
H 4.543 -22.517 24.673
H 6.158 -22.657 23.952
H 5.886 -21.571 25.419
H 5.986 -20.404 23.729
C 8.299 -16.453 22.100
O 8.599 -17.652 22.839
H 9.209 -15.951 21.771
H 7.710 -16.728 21.225
H 7.721 -15.737 22.684
H 9.334 -18.060 22.375
C 2.686 -14.947 18.164
O 2.713 -13.732 17.429
H 1.839 -15.512 17.775
H 3.545 -15.526 17.827
H 2.645 -14.669 19.217
H 2.224 -13.027 17.860
```

The value obtained for the HOMO energy is -0.3701 Ha. The SMILES is C[N+](=O)[O-].C[N+](=O)[O-].C[N+](=O)[O-].C[N+](=O)[O-].C[N+](=O)[O-].C[N+](=O)[O-].COC(=O)OC.CO.CO.CO.CO.

Atom charges from the Löwdin analysis, given in e for atoms 1 to 6: number 1, C, carries 0.026; number 2, N, carries -0.439; number 3, O, carries 0.061; number 4, O, carries 0.047; number 5, H, carries 0.102; number 6, H, carries 0.106

# 2
The following is a quantum chemistry calculation of a molecular structure, C13H41AgN10O7, from OMol25.

Geometry as XYZ:
```
72
Properties=species:S:1:pos:R:3
Ag -8.282 13.776 -8.859
C -6.870 11.142 -9.935
O -8.102 11.788 -10.024
H -6.915 10.185 -10.468
H -6.025 11.713 -10.376
H -6.478 10.956 -8.916
C -8.786 16.547 -11.173
C -8.339 15.173 -11.658
C -6.895 14.881 -11.314
O -6.680 15.262 -9.957
C -5.467 14.785 -9.394
N -9.183 14.132 -11.100
H -9.819 16.738 -11.462
H -8.179 17.304 -11.678
H -8.652 16.645 -10.100
H -8.313 15.216 -12.759
H -6.255 15.461 -11.989
H -6.648 13.819 -11.430
H -5.139 13.894 -9.938
H -5.610 14.525 -8.345
H -4.669 15.529 -9.444
H -8.786 13.206 -11.258
H -10.128 14.150 -11.460
C -7.266 7.270 -7.903
C -8.330 6.527 -8.685
C -9.567 6.210 -7.890
O -10.427 5.475 -8.735
C -11.765 5.463 -8.298
N -8.634 7.414 -9.842
H -7.598 8.285 -7.641
H -6.390 7.501 -8.508
H -7.053 6.819 -6.931
H -7.819 5.666 -9.123
H -10.015 7.172 -7.599
H -9.357 5.642 -6.974
H -12.379 5.106 -9.125
H -12.091 6.448 -7.962
H -11.909 4.713 -7.508
H -9.252 6.891 -10.460
H -9.204 8.189 -9.510
C -8.757 10.905 -6.219
O -9.244 10.878 -5.110
N -9.427 10.483 -7.356
N -7.498 11.417 -6.462
H -9.076 10.837 -8.242
H -10.401 10.301 -7.202
H -7.108 11.245 -7.372
H -6.860 11.605 -5.709
C -6.104 7.179 -12.991
O -5.163 7.527 -13.693
N -6.080 7.285 -11.625
N -7.226 6.603 -13.534
H -6.917 7.144 -11.068
H -5.383 7.878 -11.214
H -7.267 6.600 -14.536
H -8.048 6.363 -13.015
C -3.561 9.187 -6.007
O -3.459 10.354 -5.669
N -4.339 8.816 -7.081
N -2.874 8.183 -5.373
H -4.930 9.547 -7.427
H -4.542 7.846 -7.237
H -2.316 8.461 -4.588
H -3.078 7.213 -5.517
C -11.145 10.255 -11.694
O -12.189 9.835 -12.160
N -9.964 9.571 -11.805
N -11.053 11.454 -11.032
H -9.943 8.745 -12.368
H -9.191 9.909 -11.250
H -10.179 11.716 -10.583
H -11.915 11.852 -10.710
```

The value obtained for the HOMO energy is -0.3336 Ha.

Atom charges from the Löwdin analysis, given in e for atoms 1 to 6: number 1, Ag, carries 0.791; number 2, C, carries -0.296; number 3, O, carries -0.465; number 4, H, carries 0.055; number 5, H, carries 0.058; number 6, H, carries 0.032

# 3
The following is a quantum chemistry calculation of 7 unconnected molecules or ions with the total composition C13H41N13O7, from OMol25.

Geometry as XYZ:
```
74
Properties=species:S:1:pos:R:3
C -1.045 -1.044 0.745
C -2.511 -1.505 0.785
C -3.418 -0.762 -0.210
C -3.660 0.677 0.246
C -4.704 -1.563 -0.512
N -5.496 -1.040 -1.626
C -5.622 -1.802 0.679
O -6.222 -0.613 1.173
C -7.576 -0.464 0.812
H -0.437 -1.693 0.109
H -0.577 -1.039 1.730
H -0.953 -0.034 0.338
H -2.918 -1.383 1.794
H -2.557 -2.578 0.568
H -2.883 -0.718 -1.170
H -4.216 0.703 1.183
H -4.216 1.259 -0.493
H -2.708 1.192 0.395
H -4.367 -2.564 -0.803
H -5.015 -1.183 -2.500
H -5.633 -0.042 -1.524
H -5.059 -2.254 1.497
H -6.403 -2.505 0.373
H -7.929 0.451 1.285
H -8.177 -1.310 1.164
H -7.719 -0.374 -0.269
N 2.450 -3.542 2.296
C 2.826 -2.236 2.285
N 4.118 -1.975 2.606
O 2.055 -1.332 1.967
H 3.078 -4.290 2.526
H 1.508 -3.753 2.025
H 4.410 -1.014 2.597
H 4.811 -2.680 2.777
N -7.762 1.708 3.949
C -8.743 2.252 4.730
N -9.915 1.545 4.764
O -8.590 3.290 5.348
H -7.870 0.850 3.444
H -6.886 2.194 3.905
H -10.655 1.917 5.327
H -10.057 0.688 4.265
N 6.287 -0.872 -1.997
C 5.877 -1.209 -0.745
N 4.548 -1.010 -0.500
O 6.630 -1.644 0.118
H 5.623 -0.556 -2.681
H 7.265 -0.947 -2.253
H 4.228 -1.275 0.410
H 3.895 -0.599 -1.142
N 1.692 1.591 1.509
C 2.188 2.397 0.539
N 2.238 3.727 0.883
O 2.570 2.012 -0.562
H 1.404 1.965 2.393
H 1.597 0.585 1.381
H 2.589 4.372 0.201
H 1.930 4.076 1.770
N 9.688 1.286 -4.584
C 8.681 0.471 -4.158
N 7.400 0.876 -4.328
O 8.853 -0.608 -3.612
H 9.525 2.163 -5.039
H 10.628 0.970 -4.434
H 6.720 0.169 -4.124
H 7.035 1.723 -4.722
N 2.500 1.224 -3.687
C 3.837 1.039 -3.504
N 4.285 1.139 -2.228
O 4.593 0.767 -4.433
H 1.863 1.400 -2.933
H 2.146 1.123 -4.620
H 5.256 0.941 -2.059
H 3.674 1.267 -1.441
```

The value obtained for the HOMO energy is -0.3394 Ha. The SMILES is CC[C@H](C)[C@H](N)COC.NC(N)=O.NC(N)=O.NC(N)=O.NC(N)=O.NC(N)=O.NC(N)=O.

Atom charges from the Löwdin analysis, given in e for atoms 1 to 6: number 1, C, carries -0.104; number 2, C, carries -0.226; number 3, C, carries -0.348; number 4, C, carries -0.060; number 5, C, carries -0.358; number 6, N, carries 0.060

# 4
The following is a quantum chemistry calculation of a molecular structure, C13H42B2N2O4Ti, from OMol25.

Geometry as XYZ:
```
64
Properties=species:S:1:pos:R:3
Ti -1.572 1.112 -0.800
B -4.686 0.571 -0.877
H -5.744 0.361 -0.900
H -4.272 0.357 -1.850
H -4.515 1.625 -0.719
H -4.171 -0.002 -0.122
B -1.800 4.038 -3.192
H -1.791 4.048 -2.113
H -1.306 3.151 -3.557
H -2.809 4.099 -3.569
H -1.212 4.909 -3.435
C -2.206 2.799 2.609
O -0.935 2.131 2.469
C -0.378 1.443 3.589
C -1.109 0.196 3.902
N -1.224 -0.774 2.825
C -2.179 -1.893 3.167
C -1.968 -2.632 4.532
O -0.615 -3.157 4.823
C -0.450 -3.296 6.224
H -2.425 3.372 1.708
H -2.177 3.528 3.419
H -2.970 2.024 2.669
H -0.251 2.103 4.448
H 0.670 1.264 3.346
H -2.073 0.473 4.327
H -0.624 -0.354 4.709
H -0.378 -1.264 2.571
H -1.946 -2.580 2.354
H -3.245 -1.666 3.184
H -2.731 -3.400 4.659
H -2.268 -1.878 5.259
H -1.122 -4.085 6.558
H -0.626 -2.324 6.686
H 0.555 -3.683 6.392
C 4.251 0.688 -0.921
C 3.406 1.806 -1.317
C 4.026 2.839 -2.252
O 4.452 2.134 -3.443
C 4.820 2.863 -4.534
N 2.209 1.423 -2.000
H 4.973 1.056 -0.191
H 4.820 0.183 -1.701
H 3.638 -0.058 -0.415
H 3.179 2.256 -0.350
H 4.923 3.283 -1.820
H 3.294 3.609 -2.492
H 5.147 2.142 -5.283
H 5.674 3.494 -4.287
H 3.975 3.430 -4.926
H 2.436 0.753 -2.722
H 1.897 2.175 -2.598
C 1.178 -3.819 -3.377
C -0.093 -3.203 -2.773
C -1.344 -4.064 -2.905
O 0.189 -2.961 -1.391
H 1.871 -3.063 -3.747
H 0.948 -4.444 -4.241
H 1.639 -4.445 -2.613
H -0.296 -2.232 -3.224
H -2.165 -3.446 -2.541
H -1.336 -5.008 -2.360
H -1.656 -4.254 -3.932
H 0.495 -3.752 -0.942
```

The value obtained for the HOMO energy (alpha / beta) is -0.1228 / -0.1887 Ha. The spin multiplicity is 4. Its total charge is -1. Its energy relative to the best compared isomer or geometry (same formula, charge and spin) is 6.652 eV.

Atom charges from the Löwdin analysis, given in e for atoms 1 to 6: number 1, Ti, carries 0.766; number 2, B, carries -0.460; number 3, H, carries -0.086; number 4, H, carries -0.101; number 5, H, carries -0.096; number 6, H, carries -0.116

# 5
The following is a quantum chemistry calculation of 9 unconnected molecules or ions with the total composition C13H42ClN6O12, from OMol25.

Geometry as XYZ:
```
74
Properties=species:S:1:pos:R:3
Cl 11.707 18.646 28.319
O 11.539 18.456 26.869
O 10.686 17.965 29.101
O 12.996 18.275 28.807
O 11.453 20.029 28.636
C 7.358 17.922 30.409
C 7.542 19.429 30.675
O 6.290 20.077 30.841
H 6.943 17.812 29.406
H 6.716 17.359 31.087
H 8.382 17.549 30.396
H 8.062 19.807 29.795
H 8.105 19.541 31.601
H 6.395 20.649 31.605
C 12.786 17.201 22.944
C 13.943 17.377 23.969
O 13.555 16.913 25.166
H 13.076 17.272 21.895
H 12.171 18.097 23.028
H 12.144 16.349 23.165
H 14.363 18.362 24.172
H 14.815 16.819 23.627
H 13.029 17.588 25.601
C 15.029 20.460 26.485
C 14.689 21.145 27.830
O 15.124 22.495 27.640
H 14.892 19.391 26.650
H 16.080 20.529 26.206
H 14.370 20.806 25.689
H 15.115 20.623 28.687
H 13.614 21.178 28.007
H 14.265 22.922 27.608
C 9.681 15.599 26.246
C 8.888 14.977 27.301
O 7.626 14.804 26.787
H 9.750 14.939 25.381
H 10.748 15.698 26.447
H 9.365 16.596 25.941
H 8.747 15.626 28.166
H 9.255 14.032 27.702
H 7.477 15.553 26.205
C 12.806 21.473 32.804
C 12.808 20.821 31.371
O 14.013 20.252 30.980
H 13.612 22.195 32.934
H 13.092 20.744 33.561
H 11.912 22.024 33.096
H 12.458 21.583 30.674
H 11.995 20.096 31.339
H 13.805 19.527 30.386
C 11.670 13.707 29.095
O 11.383 13.889 30.275
N 11.709 12.547 28.506
N 12.028 14.650 28.311
H 11.433 11.707 28.996
H 11.957 12.603 27.529
H 11.961 15.510 28.836
H 12.318 14.667 27.344
C 7.872 19.791 26.676
O 7.016 20.217 25.947
N 7.974 18.556 27.056
N 8.691 20.594 27.237
H 7.392 17.828 26.667
H 8.813 18.229 27.514
H 8.537 21.582 27.089
H 9.580 20.345 27.645
C 11.805 24.077 27.076
O 13.008 24.107 26.945
N 11.119 22.988 27.391
N 11.005 25.082 26.856
H 11.643 22.149 27.597
H 10.135 23.071 27.606
H 11.446 25.990 26.872
H 10.030 24.994 27.107
```

The value obtained for the HOMO energy is -0.2528 Ha. Its total charge is -1.

Atom charges from the Löwdin analysis, given in e for atoms 1 to 6: number 1, Cl, carries 0.666; number 2, O, carries -0.347; number 3, O, carries -0.354; number 4, O, carries -0.316; number 5, O, carries -0.387; number 6, C, carries -0.085

# 6
The following is a quantum chemistry calculation of a molecular structure, C13H43BrIN15O8Sb, from OMol25.

Geometry as XYZ:
```
82
Properties=species:S:1:pos:R:3
C -4.103 1.293 0.439
Sb -2.405 -0.090 0.055
N -0.911 -1.512 -0.320
C -0.945 1.437 0.666
C -1.009 1.822 2.163
C -0.705 0.668 3.134
Br 1.138 0.710 3.859
C -2.376 0.564 -2.124
C -1.022 0.806 -2.716
O -0.426 -0.035 -3.252
I -0.042 2.765 -2.694
H -4.751 0.861 1.214
H -3.787 2.305 0.741
H -4.681 1.380 -0.496
H -3.600 -1.306 -0.447
H -2.606 -0.694 1.691
H -0.015 -1.273 0.095
H -1.258 -2.384 0.070
H -1.184 2.348 0.096
H 0.080 1.144 0.387
H -0.226 2.581 2.325
H -1.960 2.333 2.356
H -1.369 0.760 4.000
H -0.853 -0.333 2.723
H -3.028 1.430 -2.310
H -2.794 -0.281 -2.686
C -1.946 -4.447 2.789
O -2.047 -3.238 2.787
N -1.388 -5.137 1.745
N -2.376 -5.224 3.831
H -1.294 -6.134 1.724
H -1.061 -4.598 0.963
H -2.792 -4.751 4.616
H -2.298 -6.223 3.849
C -2.919 -4.084 7.864
O -3.691 -3.958 6.930
N -3.199 -4.854 8.954
N -1.705 -3.457 7.892
H -2.576 -4.965 9.731
H -4.084 -5.329 8.972
H -1.468 -2.881 7.102
H -1.051 -3.542 8.646
C -5.353 -4.759 11.849
O -5.220 -5.528 10.914
N -5.267 -5.165 13.152
N -5.597 -3.430 11.672
H -5.373 -4.550 13.935
H -5.089 -6.139 13.316
H -5.664 -3.100 10.725
H -5.709 -2.779 12.425
C 2.563 2.663 -5.713
O 2.617 3.328 -4.691
N 1.905 1.468 -5.762
N 3.146 3.042 -6.886
H 1.845 0.904 -6.587
H 1.457 1.151 -4.916
H 3.639 3.916 -6.889
H 3.103 2.494 -7.735
C 3.190 1.017 -10.365
O 3.267 1.705 -9.358
N 2.517 -0.170 -10.386
N 3.767 1.377 -11.540
H 2.439 -0.751 -11.198
H 2.078 -0.465 -9.532
H 4.278 2.247 -11.560
H 3.717 0.826 -12.374
C 7.442 3.156 -11.788
O 6.235 3.130 -11.955
N 8.236 4.122 -12.334
N 8.095 2.222 -11.041
H 9.229 4.162 -12.209
H 7.784 4.826 -12.889
H 7.538 1.498 -10.623
H 9.086 2.224 -10.889
C 1.351 4.965 4.281
O 0.183 4.647 4.394
N 1.769 6.267 4.405
N 2.344 4.068 4.024
H 2.724 6.555 4.316
H 1.066 6.956 4.594
H 2.085 3.097 3.922
H 3.309 4.324 3.931
```

The value obtained for the HOMO energy is -0.1364 Ha. Its total charge is -1. Its energy relative to the best compared isomer or geometry (same formula, charge and spin) is 1.008 eV.

Atom charges from the Löwdin analysis, given in e for atoms 1 to 6: number 1, C, carries -0.335; number 2, Sb, carries 1.080; number 3, N, carries -0.246; number 4, C, carries -0.386; number 5, C, carries -0.360; number 6, C, carries -0.578

Question: What is the formula in the fourth record?
Answer: C13H42B2N2O4Ti